ORCA calculation (ωB97M-V with the def2-TZVPD basis set) on one molecule with the formula C4H6O2.

Properties
SMILES string: O=C1CCOC1
HOMO-LUMO gap: 0.3909 Eh
molecular weight: 86.090 g/mol

Positions of all 12 atoms, in Å:
O (0.8312, 2.1906, 0.1612)
C (0.4685, 1.0429, 0.0966)
C (-0.9663, 0.5386, 0.0527)
C (-0.8179, -0.9715, -0.1333)
O (0.5492, -1.3098, 0.1066)
C (1.3769, -0.1769, 0.0445)
H (-1.5057, 1.0337, -0.7606)
H (-1.4633, 0.8083, 0.9903)
H (-1.4194, -1.5478, 0.5743)
H (-1.1028, -1.2834, -1.1446)
H (1.9753, -0.1486, -0.8779)
H (2.0743, -0.1761, 0.8901)


ORCA calculation (ωB97M-V with the def2-TZVPD basis set) on a 2-piece molecular cluster, C4H11NO2 overall at a distorted geometry.

Properties
SMILES string: C[C@@H](N)CC=O.O
HOMO-LUMO gap: 0.3831 Eh
molecular weight: 105.137 g/mol

Positions of all 18 atoms, in Å:
C (-1.9951, 0.6925, -1.1578)
C (-1.8925, 1.0512, 0.2915)
C (-0.3247, 1.1917, 0.6038)
C (0.0530, 1.1453, 2.0465)
O (1.1820, 1.2712, 2.4165)
N (-2.5186, 0.0350, 1.1765)
H (-1.5893, -0.4007, -1.3737)
H (-1.7032, 1.4025, -1.8611)
H (-3.0088, 0.2681, -1.5228)
H (-2.2811, 2.0693, 0.3656)
H (0.0292, 2.1813, 0.0603)
H (0.1746, 0.2820, 0.2632)
H (-0.7015, 0.9237, 2.8623)
H (-3.2325, -0.4023, 0.5985)
H (-1.8316, -0.6432, 1.3435)
H (4.5364, -3.2155, -3.9656)
H (4.0167, -4.5993, -3.6836)
O (4.8401, -4.0955, -3.9198)


ORCA calculation (ωB97M-V with the def2-TZVPD basis set) on a 7-piece molecular cluster, C26H46Cl2F8O6 overall at a distorted geometry.

Properties
SMILES string: FC(F)C(F)(F)COC(F)(F)C(F)F.C1CCOC1.C1CCOC1.C1CCOC1.C1CCOC1.C1CCOC1.ClCCl
HOMO-LUMO gap: 0.3530 Eh
molecular weight: 677.538 g/mol

Positions of all 88 atoms, in Å:
C (1.0020, 14.9602, -5.0063)
C (2.0624, 16.1004, -4.8509)
C (3.3217, 15.7518, -5.6255)
F (3.0025, 15.6594, -6.9594)
F (4.3355, 16.6651, -5.5833)
F (1.4601, 17.2564, -5.1590)
F (2.4787, 16.0804, -3.5875)
O (1.5429, 13.6846, -4.7434)
C (0.7659, 12.7898, -3.9673)
C (1.5067, 11.3856, -4.0757)
F (2.7764, 11.3526, -3.6534)
F (0.7421, 10.4971, -3.3725)
F (0.5986, 13.1877, -2.6995)
F (-0.4210, 12.7880, -4.6042)
H (0.6738, 15.0294, -6.0434)
H (0.1735, 15.1502, -4.3240)
H (3.7368, 14.8315, -5.2146)
H (1.5142, 11.0284, -5.1055)
C (-5.2828, 15.9246, -8.6716)
C (-5.5067, 16.7229, -7.4002)
C (-4.5244, 17.9052, -7.4863)
O (-3.6668, 17.4453, -8.5483)
C (-4.3877, 16.6742, -9.5564)
H (-6.1763, 15.5356, -9.1599)
H (-4.8546, 14.9962, -8.2938)
H (-5.3225, 16.2109, -6.4557)
H (-6.5513, 17.0268, -7.3334)
H (-3.8038, 18.0973, -6.6914)
H (-5.0785, 18.8227, -7.6843)
H (-3.7543, 16.0357, -10.1722)
H (-4.8544, 17.3738, -10.2498)
C (-10.3289, 12.0017, -5.1203)
C (-11.8178, 11.5512, -4.9561)
C (-11.6123, 9.9517, -4.6683)
O (-10.1878, 9.7092, -4.8586)
C (-9.5517, 10.8103, -5.5468)
H (-10.1205, 12.3234, -4.0999)
H (-10.1817, 12.8316, -5.8114)
H (-12.3516, 11.8249, -5.8662)
H (-12.3267, 12.0308, -4.1200)
H (-12.2956, 9.3237, -5.2399)
H (-11.7602, 9.7031, -3.6174)
H (-9.4456, 10.5707, -6.6048)
H (-8.5330, 10.7935, -5.1593)
C (-8.7946, 3.3363, -0.6082)
C (-9.6982, 2.8014, -1.7388)
C (-8.6930, 2.7332, -2.8587)
O (-7.6275, 3.8017, -2.6975)
C (-7.7475, 4.2458, -1.2998)
H (-8.3049, 2.4488, -0.2075)
H (-9.3080, 3.9222, 0.1542)
H (-10.4685, 3.5344, -1.9784)
H (-10.2429, 1.8770, -1.5468)
H (-9.1862, 2.6937, -3.8300)
H (-8.1449, 1.7910, -2.8567)
H (-8.1711, 5.2499, -1.3183)
H (-6.8129, 4.2282, -0.7392)
C (-3.5202, 10.6917, 8.9873)
C (-2.2808, 11.6312, 8.9917)
C (-1.3456, 10.7514, 9.7283)
O (-2.1137, 10.0004, 10.7536)
C (-3.4632, 10.0496, 10.3573)
H (-3.4848, 9.8773, 8.2637)
H (-4.4785, 11.2092, 8.9424)
H (-2.3121, 12.5902, 9.5089)
H (-1.9243, 11.7392, 7.9673)
H (-0.5423, 11.3328, 10.1807)
H (-1.0053, 9.9534, 9.0683)
H (-3.9401, 10.7045, 11.0866)
H (-3.9717, 9.0855, 10.3599)
C (-6.5914, 12.5422, 0.7149)
C (-5.2272, 12.7403, 0.1822)
C (-4.6233, 13.7997, 1.1493)
O (-5.5981, 13.8457, 2.2133)
C (-6.5372, 12.6829, 2.2062)
H (-6.9575, 11.5478, 0.4591)
H (-7.2656, 13.3167, 0.3493)
H (-5.1912, 13.0729, -0.8552)
H (-4.5363, 11.8980, 0.2210)
H (-4.2378, 14.7373, 0.7486)
H (-3.6638, 13.4317, 1.5127)
H (-7.4517, 12.7766, 2.7918)
H (-5.9921, 11.9199, 2.7620)
C (-0.9766, 8.4415, 3.0721)
Cl (0.3190, 7.2504, 3.0814)
Cl (-2.5702, 7.7330, 2.9837)
H (-0.9578, 8.9240, 4.0493)
H (-0.8126, 9.0623, 2.1913)


ORCA calculation (ωB97M-V with the def2-TZVPD basis set) on one molecule with the formula C22H47N3.

Properties
SMILES string: CCCC[C@@H](CNC)NC[C@H](NCCCCC1CCCCC1)C(C)C
HOMO-LUMO gap: 0.3299 Eh
molecular weight: 353.639 g/mol

Positions of all 72 atoms, in Å:
C (3.3117, 4.8945, 1.9175)
H (3.4599, 4.0354, 2.5661)
C (2.2057, 4.6296, 0.9027)
C (2.5485, 3.5119, -0.0833)
C (2.6289, 2.1387, 0.5796)
H (3.4592, 2.1095, 1.2864)
H (1.7083, 1.9618, 1.1390)
C (2.7876, 0.9797, -0.4191)
N (2.3506, -0.2397, 0.2401)
H (3.1020, -0.5844, 0.8291)
C (1.9003, -1.3087, -0.6363)
C (1.4651, -2.5362, 0.1899)
N (0.4811, -2.2318, 1.2150)
H (0.8729, -1.5456, 1.8515)
C (-0.8284, -1.7835, 0.7694)
C (-1.0218, -0.2618, 0.8057)
H (-0.1424, 0.2139, 0.3696)
H (-1.0839, 0.0600, 1.8487)
C (-2.2688, 0.2052, 0.0554)
H (-2.2103, -0.1434, -0.9776)
C (-3.5653, -0.2860, 0.6973)
H (-3.6266, -1.3725, 0.6152)
C (-4.8273, 0.3309, 0.0842)
C (-6.0494, -0.0050, 0.9429)
C (-7.3203, 0.6076, 0.3626)
C (-7.5458, 0.1172, -1.0634)
C (-6.3377, 0.4547, -1.9303)
C (-5.0671, -0.1564, -1.3458)
H (-5.1580, -1.2454, -1.3412)
H (-4.2176, 0.1067, -1.9781)
H (-6.4922, 0.0840, -2.9462)
H (-6.2246, 1.5402, -1.9848)
H (-8.4453, 0.5761, -1.4798)
H (-7.6948, -0.9651, -1.0550)
H (-8.1768, 0.3457, 0.9880)
H (-7.2291, 1.6965, 0.3601)
H (-5.8961, 0.3620, 1.9605)
H (-6.1619, -1.0907, 0.9944)
H (-4.7085, 1.4209, 0.0647)
H (-3.5390, -0.0360, 1.7612)
H (-2.2774, 1.2985, 0.0364)
H (-1.0017, -2.1560, -0.2440)
H (-1.5702, -2.2547, 1.4261)
H (0.9990, -3.2474, -0.5045)
C (2.6435, -3.2563, 0.8791)
C (2.1358, -4.5503, 1.5137)
H (2.9122, -5.0095, 2.1215)
H (1.8399, -5.2563, 0.7409)
H (1.2728, -4.3390, 2.1377)
C (3.7948, -3.5655, -0.0757)
H (3.4312, -4.1172, -0.9402)
H (4.5365, -4.1790, 0.4321)
H (4.2870, -2.6619, -0.4252)
H (3.0137, -2.6106, 1.6833)
H (1.0319, -0.9332, -1.1883)
H (2.6549, -1.6065, -1.3741)
H (2.1107, 1.1505, -1.2661)
C (4.2316, 0.9090, -0.9420)
N (4.3799, -0.0752, -1.9992)
C (5.7408, -0.1766, -2.4846)
H (6.1485, 0.7787, -2.8501)
H (5.7752, -0.9053, -3.2926)
H (6.3770, -0.5286, -1.6715)
H (3.7639, 0.1715, -2.7698)
H (4.8903, 0.6057, -0.1195)
H (4.5530, 1.9137, -1.2693)
H (1.7769, 3.4820, -0.8570)
H (3.4963, 3.7503, -0.5706)
H (1.2838, 4.3736, 1.4292)
H (2.0199, 5.5462, 0.3374)
H (3.0553, 5.7485, 2.5404)
H (4.2498, 5.1105, 1.4104)


ORCA calculation (ωB97M-V with the def2-TZVPD basis set) on a 7-piece molecular cluster, C29H43F18N2O12S overall at a distorted geometry.

Properties
HOMO-LUMO gap: 0.1233 Eh
net charge: -1
molecular weight: 985.696 g/mol

Positions of all 105 atoms, in Å:
C (4.9480, 2.8646, 0.2676)
N (5.0939, 3.7876, -0.8606)
C (3.9769, 3.5912, -1.9146)
N (2.8903, 4.4895, -1.8563)
C (2.1484, 4.4284, -0.6231)
C (1.5072, 3.0537, -0.2345)
C (0.8867, 2.3233, -1.4450)
S (1.4610, 0.5687, -1.5725)
H (5.8759, 2.7575, 0.8407)
H (4.1813, 3.2430, 0.9577)
H (4.5679, 1.8772, -0.0594)
H (6.0045, 3.5539, -1.2537)
H (3.6445, 2.5200, -1.8773)
H (4.4124, 3.7141, -2.9088)
H (2.7924, 4.7898, 0.2115)
H (1.3252, 5.1551, -0.7225)
H (0.6893, 3.2589, 0.4753)
H (2.1783, 2.3724, 0.2882)
H (-0.1880, 2.2171, -1.2902)
H (1.0981, 2.8446, -2.3820)
H (2.7460, 0.6069, -1.1854)
C (-3.8212, -0.4552, -4.0059)
C (-2.8494, 0.2519, -4.9214)
O (-3.0584, 1.6776, -4.9098)
C (-2.5316, 2.3060, -3.8601)
O (-1.9565, 1.7824, -2.9554)
C (-2.7419, 3.8240, -3.9930)
F (-3.9977, 4.1140, -4.3787)
F (-1.9105, 4.3358, -4.9083)
F (-2.5199, 4.4439, -2.8402)
H (-4.8513, -0.1964, -4.2608)
H (-3.6973, -1.5320, -4.0862)
H (-3.6595, -0.1654, -2.9694)
H (-2.9913, -0.0609, -5.9546)
H (-1.8201, 0.0197, -4.6482)
C (0.3697, -0.9773, 5.8316)
C (0.6408, -1.4938, 4.4348)
O (1.1995, -0.4668, 3.5998)
C (2.5071, -0.2628, 3.7262)
O (3.2398, -0.8507, 4.4688)
C (2.9648, 0.8239, 2.7370)
F (2.1336, 1.8683, 2.7456)
F (3.0025, 0.3219, 1.4979)
F (4.1805, 1.2732, 3.0425)
H (-0.2618, -0.0884, 5.7940)
H (-0.1277, -1.7412, 6.4295)
H (1.2971, -0.6955, 6.3300)
H (-0.2928, -1.7919, 3.9592)
H (1.2929, -2.3671, 4.4484)
C (7.6983, 9.0840, -4.9725)
C (6.4135, 8.2824, -5.0058)
O (6.4834, 7.1543, -4.1264)
C (6.2388, 7.4053, -2.8390)
O (5.9807, 8.4798, -2.3790)
C (6.2918, 6.0989, -2.0305)
F (7.3792, 5.3560, -2.3624)
F (5.2183, 5.3797, -2.2720)
F (6.3834, 6.3529, -0.7280)
H (8.5531, 8.4427, -5.1930)
H (7.6634, 9.8916, -5.7045)
H (7.8620, 9.5171, -3.9860)
H (6.2513, 7.8743, -6.0023)
H (5.5498, 8.8999, -4.7607)
C (4.9237, -6.0291, 5.9231)
C (3.8900, -6.9412, 5.2997)
O (2.6095, -6.7972, 5.9487)
C (1.8759, -5.7673, 5.5534)
O (2.1745, -4.9595, 4.7242)
C (0.5268, -5.7668, 6.2922)
F (0.6701, -5.9970, 7.6034)
F (-0.2845, -6.7191, 5.8079)
F (-0.0863, -4.5938, 6.1493)
H (4.9861, -6.2023, 6.9982)
H (5.9024, -6.2059, 5.4785)
H (4.6619, -4.9814, 5.7767)
H (4.1747, -7.9829, 5.4342)
H (3.7916, -6.7642, 4.2294)
C (-2.5617, -0.6489, 1.8446)
C (-2.0341, -2.0028, 1.4254)
O (-3.0418, -2.7645, 0.7192)
C (-3.1807, -2.4639, -0.5637)
O (-2.5681, -1.6369, -1.1681)
C (-4.2340, -3.3751, -1.2195)
F (-5.3424, -3.5068, -0.4749)
F (-3.7479, -4.6126, -1.4177)
F (-4.5968, -2.8927, -2.4075)
H (-3.4760, -0.7600, 2.4304)
H (-1.8188, -0.1212, 2.4423)
H (-2.8024, -0.0362, 0.9763)
H (-1.7758, -2.5967, 2.3008)
H (-1.1361, -1.9096, 0.8150)
C (-7.4507, -4.9279, -1.3754)
C (-8.5102, -5.9525, -1.7178)
O (-9.7295, -5.7102, -0.9846)
C (-10.5359, -4.7854, -1.4834)
O (-10.3513, -4.1384, -2.4719)
C (-11.8046, -4.6825, -0.6177)
F (-11.5126, -4.6678, 0.6888)
F (-12.6110, -5.7323, -0.8421)
F (-12.4890, -3.5757, -0.8940)
H (-7.2829, -4.8977, -0.3004)
H (-6.5158, -5.1729, -1.8739)
H (-7.7573, -3.9290, -1.6844)
H (-8.1809, -6.9469, -1.4229)
H (-8.7146, -5.9793, -2.7878)


The evaluated HOMO energy for the records listed, in turn: -9.76; -9.64; -9.40; -8.11; -1.65 eV.
The evaluated energy for the records listed, in turn: -306.47209; -364.17954; -3188.81768; -1030.73009; -4338.99994 a.u..
The evaluated energy relative to the best compared isomer or geometry (same formula, charge and spin) for the records listed, in turn: 89.8; 232.7; 252.4; 35.6; 170.3 kJ/mol.